(1)
Density functional theory data (ωB97M-V with the def2-TZVPD basis set) for C37H43CuO3Si as an isolated structure.

## Properties
**Net charge**: -1
**E_HOMO (alpha / beta)**: -3.524 / -3.447 eV
**Expectation value of S²**: 0.76
**Electronic energy**: -97725.536 eV
**Multiplicity**: 2
**Gap between HOMO and LUMO (alpha / beta)**: 5.55 / 5.48 eV
**LUMO energy (alpha / beta)**: 2.0 / 2.0 eV

The geometry in XYZ format:
```
85
Properties=species:S:1:pos:R:3:forces:R:3:mulliken_charge:R:1
O -0.048465 -0.330164 -7.142600 -0.1 0.2 -1.8 -0.503
C -0.193141 0.965248 -7.790546 0.2 0.8 0.8 -0.415
C -0.350466 0.403404 -9.198045 0.1 -0.6 0.8 -0.783
H 0.725887 1.549946 -7.621179 -0.4 0.0 -0.1 0.288
H -1.079441 1.518331 -7.433795 0.4 -0.2 0.1 0.243
C -0.167517 -0.956679 -8.459567 0.0 -0.2 -0.8 1.540
H 0.462075 0.661179 -9.883409 -0.4 0.0 0.0 0.316
H -1.364779 0.522542 -9.605528 0.6 0.1 -0.1 0.284
C 1.073681 -1.717413 -8.870851 0.1 -0.1 0.1 -1.678
H 1.964419 -1.082571 -8.850817 -0.1 -0.1 0.1 0.374
H 0.931130 -2.070497 -9.900750 0.1 0.0 0.2 0.400
H 1.213598 -2.583860 -8.211065 0.1 0.2 -0.2 0.378
C -1.384002 -1.839893 -8.582565 -0.1 -0.2 0.2 -1.771
H -2.292473 -1.290550 -8.311022 0.1 -0.2 0.1 0.366
H -1.267258 -2.721974 -7.938348 -0.2 0.2 -0.1 0.390
H -1.475939 -2.161456 -9.629517 0.0 0.0 0.3 0.427
Cu -0.756216 -1.020011 1.019166 0.5 0.5 0.4 -0.096
C -2.779122 -1.190542 1.560915 -0.4 1.4 -0.1 -0.542
C -2.460296 0.206927 1.678443 -1.2 -0.5 -0.5 -0.945
C -2.235582 0.727558 0.360558 -0.7 -0.8 0.3 -0.716
H -2.450512 0.768105 2.606614 0.2 -0.2 -0.3 0.839
C -2.453904 -0.324126 -0.576390 -0.7 0.0 0.5 0.164
C -2.762072 -1.512019 0.156533 -0.5 1.0 -0.4 -1.205
H -3.017160 -2.478791 -0.266369 0.2 0.2 0.1 0.495
H -3.068179 -1.848526 2.375362 0.2 0.1 -0.2 0.475
H -2.011327 1.763152 0.122289 0.1 -0.3 0.1 0.477
H -2.477949 -0.211155 -1.655840 0.2 -0.1 0.3 0.738
C 0.794113 -2.591202 1.927551 0.5 -0.5 -0.3 -0.302
C -0.273211 -3.059349 1.093755 0.9 -0.2 0.1 -0.915
C -0.017849 -2.564627 -0.240716 1.0 -0.3 -0.3 -0.851
H -1.053672 -3.766205 1.376483 0.2 0.3 -0.1 0.506
C 1.165608 -1.775088 -0.193460 -0.2 -0.6 -0.2 -0.386
C 1.654891 -1.791641 1.136033 0.0 -0.9 0.3 -0.258
H 2.575633 -1.322910 1.477301 -0.5 0.0 -0.1 0.443
H 0.955511 -2.868143 2.969336 -0.2 0.3 -0.3 0.709
H -0.557675 -2.850552 -1.144518 0.1 0.3 0.4 0.558
H 1.640907 -1.293722 -1.046027 -0.3 -0.1 0.4 0.695
O 0.528585 -0.084295 -2.512161 -0.6 1.0 -0.7 -0.323
C -0.346122 -0.761384 -3.438878 -0.1 -0.1 0.2 -0.479
C -0.907108 0.294480 -4.402378 -0.3 0.2 0.4 0.192
H -1.159027 -1.257193 -2.872619 0.5 0.1 -0.3 0.076
H 0.221826 -1.530183 -4.002534 -0.1 0.4 0.5 0.388
C -0.006933 1.517129 -4.132672 0.5 -0.7 -0.1 -0.614
H -1.959850 0.504502 -4.155651 0.3 0.1 0.0 0.291
H -0.860964 -0.080555 -5.418721 -0.1 0.2 0.2 -0.161
C 0.319751 1.352362 -2.650152 -0.3 -0.6 0.0 -0.277
H -0.424622 2.472500 -4.434973 -0.2 0.1 0.2 0.430
H 0.941184 1.373452 -4.662556 -0.1 0.1 -0.2 0.222
H -0.534613 1.718907 -2.037384 0.5 -0.4 -0.1 -0.027
H 1.251471 1.835273 -2.321601 -0.4 -0.1 -0.1 0.375
O 0.192472 0.449947 2.201920 0.8 0.7 0.7 0.817
Si 0.562054 0.765084 3.717004 -0.8 -1.2 -1.2 -1.064
C 1.981616 -0.230303 4.406917 0.3 -0.1 -0.1 0.391
C 1.834244 -1.135387 5.466243 0.7 -0.1 -0.2 -0.195
C 2.915441 -1.930743 5.870521 -0.2 0.2 -0.1 -0.634
C 4.150488 -1.800135 5.230768 -0.2 0.0 0.0 -0.469
C 4.303782 -0.889383 4.178009 -0.2 0.1 0.0 -0.709
C 3.217192 -0.111770 3.755695 0.4 -0.6 0.5 -0.289
C 0.949826 2.545291 4.097960 0.3 0.5 -0.3 -0.014
C 0.186314 3.535752 3.460824 0.0 0.6 0.1 -0.010
C 0.400312 4.892953 3.745597 0.1 -0.4 0.0 -0.547
C 1.434511 5.264953 4.614177 0.0 -0.1 0.0 -0.440
C 2.253832 4.291825 5.193281 -0.2 -0.4 -0.1 -0.677
C 2.000248 2.931961 4.942474 -0.1 0.5 0.1 -0.107
C -0.887010 0.262147 4.800651 0.2 0.5 -0.1 0.118
C -1.428485 -1.027253 4.709951 -0.6 0.2 0.6 0.346
C -2.567772 -1.354029 5.457301 0.4 0.2 -0.3 -0.858
C -3.169986 -0.381676 6.261138 0.0 0.0 0.1 -0.586
C -2.626363 0.902539 6.340500 0.0 0.1 0.0 -0.674
C -1.482113 1.234266 5.607839 -0.6 -0.9 0.2 -0.614
H 0.866724 -1.235178 5.958838 0.3 0.0 -0.1 0.298
H 2.766752 -2.652759 6.679028 0.2 0.2 -0.2 0.356
H 4.985664 -2.428690 5.542676 -0.1 0.2 -0.1 0.335
H 5.266731 -0.786204 3.674197 -0.2 -0.1 0.1 0.352
H 3.326314 0.567226 2.903085 0.0 -0.2 0.3 0.514
H -0.574555 3.247259 2.718477 0.3 0.1 0.5 0.231
H -0.230511 5.654049 3.281013 0.2 -0.2 0.1 0.382
H 1.618345 6.320707 4.825189 -0.1 -0.3 -0.1 0.324
H 3.088318 4.573079 5.844337 -0.3 0.0 -0.2 0.346
H 2.636994 2.162741 5.400677 -0.3 0.4 -0.2 0.279
H -0.975725 -1.766738 4.049387 0.0 0.2 0.1 0.527
H -2.976696 -2.363556 5.383752 0.0 0.3 0.1 0.398
H -4.077656 -0.632073 6.816702 0.3 0.1 -0.1 0.319
H -3.094763 1.666374 6.959177 0.0 -0.2 0.0 0.352
H -1.069348 2.240017 5.639538 -0.1 -0.2 0.1 0.370
```
Positions in Å, forces in eV/Å.

(2)
Density functional theory data (ωB97M-V with the def2-TZVPD basis set) for a 6-piece molecular cluster, C37H43F4N8O11S4 overall.

## Properties
**Net charge**: +4
**E_HOMO (alpha / beta)**: -15.238 / -15.238 eV
**Expectation value of S²**: 0.76
**Electronic energy**: -127675.814 eV
**Multiplicity**: 2
**Gap between HOMO and LUMO (alpha / beta)**: 4.28 / 2.53 eV
**LUMO energy (alpha / beta)**: -11.0 / -12.7 eV

The geometry in XYZ format:
```
107
Properties=species:S:1:pos:R:3:forces:R:3:mulliken_charge:R:1
O -1.928790 -8.399690 23.288130 -1.7 -0.7 -0.6 0.365
C -0.824930 -8.169780 23.863530 0.4 -0.5 0.6 0.080
O -0.314310 -7.058810 23.710500 1.9 0.9 0.7 -0.518
O -0.271210 -9.030310 24.569940 1.0 -0.2 0.3 0.170
H -2.075750 -7.503460 22.977040 -1.4 0.7 -1.2 0.205
C 4.897010 -12.284780 31.530170 1.3 -0.2 -0.4 -0.818
N 4.412660 -11.147880 30.726110 -0.3 1.0 -0.8 0.070
C 4.972870 -9.891300 30.850050 -1.0 -1.3 -0.6 -0.249
C 4.507560 -8.824960 30.073430 1.3 -1.0 0.6 -0.690
C 3.488100 -9.049740 29.182250 -0.7 0.4 -1.0 0.793
C 2.956550 -10.330860 29.038060 0.2 -1.0 0.2 -0.662
C 3.452770 -11.401220 29.783250 -0.1 2.0 1.1 -0.861
C 2.999960 -7.964820 28.255250 1.5 1.1 -0.1 1.013
C 1.678590 -7.754640 27.959000 -1.3 0.7 -0.8 -0.587
C 1.305670 -6.787030 26.997600 1.3 -0.3 0.3 -0.552
N 2.237410 -5.988070 26.411780 -1.4 -1.8 0.9 0.125
C 3.550950 -6.155630 26.668120 -0.5 -0.4 1.0 -0.517
C 3.942990 -7.090470 27.639600 -0.4 0.3 -0.9 -0.963
C 1.719110 -5.048120 25.435140 1.1 1.3 -1.4 -0.943
H 5.752840 -11.929500 32.104130 -0.6 0.0 0.7 0.269
H 5.390010 -12.988330 30.859300 -0.3 -0.1 -0.2 0.391
H 4.103660 -12.805230 32.066680 0.1 0.5 0.2 0.344
H 5.805240 -9.838950 31.536220 -0.1 0.2 0.1 0.440
H 5.092810 -7.917300 30.080240 -0.3 0.3 0.3 0.554
H 2.182110 -10.530900 28.312370 -0.3 0.0 0.0 0.712
H 2.995520 -12.379140 29.814740 0.2 -0.1 -0.2 0.677
H 0.879720 -8.268890 28.472570 -0.1 -0.3 -0.3 0.646
H 0.320580 -6.672950 26.569840 -0.3 -0.1 0.6 0.653
H 4.175080 -5.504540 26.074040 0.5 0.0 0.4 0.529
H 4.998670 -7.125930 27.864720 0.1 -0.2 0.0 0.536
H 2.378770 -4.180780 25.409160 -0.1 0.2 0.3 0.430
H 0.696730 -4.702030 25.587020 0.2 -0.4 0.4 0.359
H 1.832560 -5.460910 24.432720 -0.3 -0.3 0.1 0.331
C -2.709030 -11.172360 22.339540 -0.1 1.2 0.5 -1.231
N -3.908720 -11.090840 23.212110 0.1 -1.4 -0.7 0.291
C -4.635310 -9.940330 23.285440 -1.5 -2.1 2.3 -0.181
C -5.742620 -9.976960 24.187450 1.7 0.4 -0.1 -0.680
C -5.961410 -11.054960 25.049350 2.0 -1.4 -2.4 1.143
C -5.176360 -12.233280 24.880880 0.4 0.9 -1.4 -0.531
C -4.150230 -12.264250 23.886090 -2.4 2.3 2.6 -0.371
C -7.025500 -10.946580 26.011930 -1.2 0.4 0.5 0.195
C -6.964700 -9.831950 26.864890 -1.0 -1.4 1.0 -0.529
C -8.002540 -9.644110 27.773540 -0.7 -1.3 -0.4 -0.326
N -9.041530 -10.551540 27.839990 0.8 -0.3 -1.6 0.066
C -9.110280 -11.606350 26.953380 0.7 0.7 0.7 -0.304
C -8.133080 -11.830550 26.013970 0.9 0.8 1.1 -0.711
C -10.153520 -10.432580 28.786270 -0.5 1.0 0.4 -0.868
H -2.567260 -12.153990 21.887440 -0.4 0.2 0.0 0.484
H -1.908500 -10.967960 23.050510 0.4 0.0 -0.3 0.280
H -2.827940 -10.358470 21.624320 0.4 -0.4 -0.4 0.291
H -4.325590 -9.033840 22.786690 0.0 -0.4 -0.4 0.570
H -6.309320 -9.083090 24.402490 0.0 0.2 -0.5 0.559
H -5.384010 -13.079460 25.519050 0.3 -0.2 -0.1 0.577
H -3.444940 -13.082110 23.877770 0.0 0.1 -0.7 0.336
H -6.029840 -9.327280 27.059210 -0.1 0.5 -0.6 0.386
H -7.978590 -8.799890 28.446680 -0.3 -0.2 0.3 0.432
H -9.906070 -12.328660 27.060130 -0.3 0.3 0.3 0.443
H -8.161850 -12.770790 25.483390 0.0 0.2 -0.5 0.496
H -9.897260 -9.646780 29.496870 -0.1 -0.3 0.2 0.288
H -10.406320 -11.375350 29.271440 0.5 0.0 0.0 0.353
H -11.048240 -10.095710 28.262730 0.1 0.0 -0.2 0.386
C 1.467620 -7.290910 20.143960 -1.0 1.2 -1.6 -0.783
N 1.966120 -8.189990 21.119250 0.4 -1.2 2.3 0.067
C 1.458210 -9.442280 21.176630 -0.6 0.2 1.4 -0.654
C 1.749750 -10.269190 22.265910 1.3 0.8 -0.9 -0.717
C 2.800550 -9.886070 23.150680 -3.0 -0.3 -1.0 0.893
C 3.279960 -8.598360 23.044100 0.6 -0.5 0.6 -0.457
C 2.781390 -7.743690 22.093990 0.9 -0.3 -1.7 -0.691
C 3.126700 -10.825240 24.227540 -0.5 -0.1 0.1 0.669
C 4.460840 -11.163540 24.384960 0.3 -1.7 2.4 -0.680
C 4.767810 -12.154250 25.353030 -1.3 0.6 -1.6 -0.448
N 3.761160 -12.791940 26.026520 1.5 0.2 -0.8 0.205
C 2.463850 -12.530780 25.829390 -0.3 1.9 -1.7 -0.936
C 2.085100 -11.463680 24.950980 1.7 -1.7 0.7 -0.224
C 4.085870 -13.949380 26.876190 0.7 -0.2 0.2 -0.996
H 0.387150 -7.269740 20.286230 0.0 0.1 -0.5 0.249
H 1.712820 -7.660070 19.148120 -0.2 0.0 0.0 0.317
H 1.834040 -6.269940 20.250980 0.3 -0.3 0.2 0.400
H 0.648610 -9.641890 20.490260 0.1 -0.2 -0.6 0.613
H 1.267780 -11.234930 22.304010 0.0 0.0 0.1 0.684
H 4.088190 -8.361160 23.720040 0.0 0.7 0.0 0.669
H 3.184480 -6.775400 21.836450 0.0 0.2 0.7 0.585
H 5.291940 -10.762990 23.823520 -0.2 0.2 -0.2 0.634
H 5.765310 -12.568220 25.351980 0.1 0.0 0.7 0.496
H 1.790660 -13.260350 26.254760 -0.3 0.4 0.3 0.593
H 1.035840 -11.281350 24.771480 0.0 0.2 0.1 0.317
H 5.132840 -13.968410 27.178810 0.0 0.6 0.1 0.384
H 4.033750 -14.863080 26.284130 -0.8 -0.1 0.2 0.352
H 3.442560 -13.850480 27.750530 0.1 -0.7 -0.2 0.370
N -0.643070 -8.868620 18.487040 -2.8 0.7 4.7 -0.039
S -0.812290 -8.859290 16.996760 2.2 -0.3 -11.0 0.855
O -0.741540 -7.593780 16.298630 -1.9 -0.4 1.5 -0.559
O -1.662400 -9.932120 16.445440 1.6 2.1 1.8 -0.557
F 0.722540 -9.192040 16.574960 0.0 -1.7 1.3 -0.313
S -2.247330 -8.549620 18.848480 -3.8 0.8 1.0 1.029
O -3.014930 -9.730960 19.284370 2.1 2.0 -0.1 -0.636
O -3.008920 -7.516980 18.130580 2.2 -2.6 0.9 -0.527
F -1.952570 -7.689000 20.209240 0.5 -0.7 0.7 -0.323
N -2.622230 -10.309070 28.079660 0.6 3.5 -2.9 -0.547
S -2.527030 -8.937420 27.137770 -3.6 5.2 3.2 1.215
O -3.427300 -8.895420 25.998700 2.0 -0.6 0.2 -0.446
O -1.293210 -8.160180 27.240180 -0.8 -1.7 -1.4 -0.648
F -3.381380 -8.067400 28.151810 -0.3 -0.1 0.2 -0.370
S -1.653670 -11.034660 27.113900 3.8 -8.6 2.8 1.184
O -0.204580 -10.896260 27.286970 -0.5 2.2 -1.7 -0.514
O -2.162870 -11.620390 25.908010 0.2 1.6 -1.1 -0.486
F -1.668370 -12.325530 28.028560 -0.8 -1.5 0.6 -0.405
```
Positions in Å, forces in eV/Å.